[1]
C5H9NO in the gas phase. Source: the OMol25 dataset; level of theory: wB97M-V/def2-TZVPD.

The value obtained for the gap between HOMO and LUMO is 10.3 eV. Its net charge is 0. The SMILES is CC(=O)[C@H]1CN1C. The HOMO energy comes out at -9.36 eV.

Atoms and positions in Å:
C 0.01 -1.84 -0.21
C 0.83 -0.79 -0.92
O 1.82 -1.12 -1.55
C 0.49 0.68 -0.90
C -0.90 1.20 -0.71
N 0.12 1.47 0.27
C 0.00 0.86 1.59
H 0.45 -2.05 0.77
H 0.06 -2.76 -0.80
H -1.04 -1.56 -0.06
H 1.15 1.21 -1.58
H -1.23 2.05 -1.30
H -1.68 0.48 -0.46
H -0.63 -0.05 1.62
H 0.99 0.61 1.97
H -0.45 1.60 2.26



[2]
C5H9NO in the gas phase. Source: the OMol25 dataset; level of theory: wB97M-V/def2-TZVPD.

The value obtained for the gap between HOMO and LUMO is 10.6 eV. Its net charge is 0. The SMILES is O[C@H]1C[C@]2(CN2)C1. The HOMO energy comes out at -9.56 eV.

Atoms and positions in Å:
O -2.15 -0.68 1.24
C -1.40 -0.73 0.05
C 0.09 -1.15 0.21
C 0.49 0.28 -0.18
C 1.76 0.77 -0.73
N 1.34 1.16 0.61
C -0.95 0.64 -0.53
H -1.70 -0.07 1.84
H -1.98 -1.36 -0.63
H 0.42 -1.91 -0.50
H 0.35 -1.47 1.22
H 1.77 1.58 -1.46
H 2.58 0.06 -0.84
H 1.85 0.62 1.31
H -1.35 1.51 -0.01
H -1.13 0.75 -1.60



[3]
A molecular structure, C5H9NO. Source: the OMol25 dataset; level of theory: wB97M-V/def2-TZVPD.

The value obtained for the gap between HOMO and LUMO is 11.0 eV. Its net charge is 0. The HOMO energy comes out at -10.06 eV.

Atoms and positions in Å:
C 0.95 -0.78 1.05
C 0.08 -0.17 -0.04
C 0.86 0.07 -1.33
C -1.34 -0.72 -0.23
O -1.90 0.61 -0.09
C -0.68 1.08 0.35
N -0.35 2.14 0.93
H 0.37 -1.02 1.95
H 1.42 -1.71 0.69
H 1.74 -0.08 1.33
H 1.68 0.77 -1.13
H 1.30 -0.87 -1.71
H 0.23 0.50 -2.11
H -1.69 -1.34 0.60
H -1.60 -1.18 -1.19
H -1.15 2.76 1.09



[4]
C5H9NO in the gas phase. Source: the OMol25 dataset; level of theory: wB97M-V/def2-TZVPD.

The value obtained for the gap between HOMO and LUMO is 10.9 eV. Its net charge is 0. The SMILES is C/N=C/[C@H]1O[C@@H]1C. The HOMO energy comes out at -9.78 eV.

Atoms and positions in Å:
C 0.97 2.59 -1.32
N 0.94 1.32 -0.65
C 0.10 1.08 0.26
C 0.19 -0.28 0.84
O -0.59 -0.70 1.95
C -0.91 -1.23 0.67
C -0.65 -2.68 0.35
H 0.78 2.45 -2.39
H 2.00 2.97 -1.23
H 0.27 3.34 -0.92
H -0.70 1.77 0.59
H 1.21 -0.66 0.84
H -1.85 -0.83 0.28
H -1.09 -3.35 1.09
H -1.09 -2.90 -0.63
H 0.42 -2.89 0.28



[5]
C5H9NO in the gas phase. Source: the OMol25 dataset; level of theory: wB97M-V/def2-TZVPD.

The value obtained for the gap between HOMO and LUMO is 9.5 eV. Its net charge is 0. The SMILES is C[C@H]1CC=C1NO. The HOMO energy comes out at -8.50 eV.

Atoms and positions in Å:
C 0.45 1.35 -1.31
C -0.03 -0.04 -0.92
C 1.02 -1.17 -0.70
C 0.43 -1.32 0.69
C -0.41 -0.30 0.52
N -1.31 0.44 1.30
O -1.49 -0.21 2.56
H 0.84 1.35 -2.34
H 1.25 1.70 -0.65
H -0.37 2.08 -1.27
H -0.83 -0.36 -1.61
H 0.95 -2.02 -1.38
H 2.05 -0.80 -0.71
H 0.63 -2.00 1.52
H -0.82 1.31 1.52
H -2.39 0.04 2.80



[6]
2 unconnected molecules or ions with the total composition C5H9NO. Source: the OMol25 dataset; level of theory: wB97M-V/def2-TZVPD.

The value obtained for the gap between HOMO and LUMO is 10.5 eV. Its net charge is 0. The SMILES is [H]/N=C1/C=CCCO1.[H][H]. The HOMO energy comes out at -9.53 eV.

Atoms and positions in Å:
H 2.84 1.78 -0.72
N 2.69 0.77 -0.72
C 1.46 0.53 -0.51
C 0.96 -0.86 -0.50
C -0.34 -1.13 -0.52
C -1.35 -0.02 -0.44
C -0.70 1.19 0.23
O 0.55 1.53 -0.37
H 1.73 -1.63 -0.54
H -0.70 -2.16 -0.56
H -1.69 0.25 -1.45
H -2.23 -0.32 0.13
H -0.55 0.99 1.30
H -1.32 2.09 0.13
H -0.42 -1.46 2.02
H -0.95 -1.54 2.53